Entry from OMol25: 2 unconnected molecules or ions with the total composition C6H14N2O (ωB97M-V/def2-TZVPD).

Cartesian coordinates (Å):
1 O 1.5679 -0.4691 1.4149
2 N -0.8358 0.9028 -0.3157
3 N -0.8680 -0.4222 1.5489
4 C 1.6954 1.1074 0.0336
5 C 0.2524 1.7127 0.1129
6 C 1.9156 -0.4573 0.0630
7 C -2.8393 -0.5163 -0.1790
8 C 1.3820 -1.4649 -0.9313
9 C -1.4348 -0.0363 0.4271
10 H -1.3213 -1.2280 2.1416
11 H -0.1560 2.1308 1.2269
12 H 2.4074 1.5814 0.8174
13 H 2.1785 1.4678 -1.0931
14 H -3.1684 -1.7293 -0.1279
15 H 0.5492 -0.5848 1.4938
16 H -2.7839 -0.1017 -1.5941
17 H -3.6146 0.2657 0.3303
18 H 2.8402 -0.5683 -0.0199
19 H 0.1888 2.6082 -0.5124
20 H -1.4847 1.2212 -1.1632
21 H 1.9696 -2.4563 -0.9002
22 H 0.2920 -1.9419 -0.7930
23 H 1.2679 -1.0217 -1.9805

Computed properties:
Kohn-Sham gap   8.54 eV
Calculated total energy   -11471.15154 eV
HOMO level   -8.1 eV
Strongest force on any atom   8.8 eV/A



Entry from OMol25: 2 unconnected molecules or ions with the total composition C6H14N2O (ωB97M-V/def2-TZVPD).

Cartesian coordinates (Å):
1 O 1.8033 -1.8861 0.4583
2 N 0.6832 -0.8509 2.4441
3 N 2.5985 -0.0565 1.7587
4 C 0.1288 1.6789 -0.5363
5 C -1.5912 -0.1278 -0.3274
6 C -0.9355 0.6692 -2.5920
7 C -0.4539 0.4008 -1.1574
8 C -1.6730 -1.3596 0.1673
9 C 1.8764 -1.0560 1.3225
10 H 1.5133 0.0408 2.6828
11 H -1.7323 1.4180 -2.6012
12 H -2.4090 0.5716 -0.1586
13 H 0.5244 1.4959 0.4637
14 H -0.1895 -0.6133 1.9746
15 H 0.3307 -0.3605 -1.1891
16 H 0.5475 -1.6644 3.0370
17 H 3.5083 0.1350 1.3654
18 H -2.5329 -1.6837 0.7415
19 H 0.9471 2.0630 -1.1485
20 H -0.8728 -2.0769 0.0201
21 H -0.1152 1.0443 -3.2078
22 H -0.6339 2.4592 -0.4650
23 H -1.3223 -0.2409 -3.0527

Computed properties:
Kohn-Sham gap   10.53 eV
Calculated total energy   -11475.13661 eV
HOMO level   -9.7 eV
Strongest force on any atom   1.2 eV/A



Entry from OMol25: a molecular structure, C6H14N2O (ωB97M-V/def2-TZVPD).

Cartesian coordinates (Å):
1 O 1.7423 2.5780 0.7827
2 N -0.8709 -3.4233 -1.1833
3 N -0.9786 0.3874 0.0248
4 C -0.2827 -1.3580 0.1451
5 C -0.8746 2.2355 1.7279
6 C -0.3041 1.4231 0.5960
7 C 1.5392 0.7974 -0.9007
8 C -0.4043 -2.0344 -1.2073
9 C 0.9448 1.6959 0.0928
10 H -1.8020 -3.4751 -0.7792
11 H -1.1549 3.2319 1.3780
12 H 2.6113 2.6083 0.3671
13 H -1.9406 0.3619 0.3518
14 H 0.8501 0.6062 -1.7232
15 H 0.6565 -1.5087 0.6773
16 H -1.7560 1.7668 2.1608
17 H -0.2614 -3.9908 -0.6049
18 H 0.5544 -2.0182 -1.7303
19 H -1.0551 -1.6927 0.8406
20 H -1.1058 -1.4628 -1.8213
21 H -0.1333 2.3660 2.5200
22 H 2.4953 1.1517 -1.2847
23 H 1.5304 -0.2460 -0.4301

Computed properties:
Kohn-Sham gap   7.63 eV
Calculated total energy   -11474.03718 eV
HOMO level   -6.8 eV
Strongest force on any atom   3.4 eV/A



Entry from OMol25: C6H14N2O in the gas phase (ωB97M-V/def2-TZVPD).

Cartesian coordinates (Å):
1 O -3.8935 0.1229 0.2233
2 N -0.3526 -0.1759 -0.6018
3 N 0.9544 0.8464 0.7807
4 C 2.0125 -0.5096 -1.0992
5 C 1.0631 -1.5760 0.9643
6 C -2.7157 0.2548 -0.5312
7 C 1.3490 2.0726 0.2191
8 C -1.5350 -0.4976 0.0963
9 C 0.9567 -0.3910 0.0048
10 H 2.0572 -1.6064 1.3956
11 H 2.2391 2.3831 0.7792
12 H 0.5791 2.8289 0.4007
13 H 1.8375 0.2125 -1.8913
14 H 0.3405 -1.4788 1.7694
15 H -1.7218 -1.5826 0.0430
16 H -2.4426 1.3099 -0.6590
17 H 1.5974 2.0415 -0.8422
18 H -1.4749 -0.2483 1.1663
19 H -3.7548 0.5188 1.0920
20 H 3.0040 -0.3645 -0.6765
21 H 1.9578 -1.4993 -1.5408
22 H 0.8803 -2.5004 0.4214
23 H -2.9375 -0.1612 -1.5140

Computed properties:
Kohn-Sham gap (alpha / beta)   9.40 / 7.98 eV
Calculated total energy   -11472.60404 eV
2S+1   3
HOMO level (alpha / beta)   -8.5 / -9.1 eV
Strongest force on any atom   2.2 eV/A



Entry from OMol25: 3 unconnected molecules or ions with the total composition C6H14N2O2 (ωB97M-V/def2-TZVPD).

Cartesian coordinates (Å):
1 O -11.6338 -1.9702 0.1309
2 O -9.4896 -2.2648 -0.0141
3 N -10.4642 -1.5009 -0.1593
4 N 14.2056 -1.3528 -0.1702
5 C 14.6691 -1.4286 1.0990
6 C 14.4503 -0.3475 -1.1080
7 C -9.5706 1.6509 -0.9693
8 C -8.0174 0.2350 0.0708
9 C -9.3362 0.8377 0.2932
10 C -7.2455 1.3025 0.9814
11 H -7.5530 1.0455 1.9844
12 H 15.5446 0.0102 -1.0819
13 H -8.0285 -0.7366 0.5910
14 H -7.4291 2.3541 0.8286
15 H -10.5950 1.9401 -0.9638
16 H -8.7543 2.4442 -0.9942
17 H 14.4631 -2.4821 1.4260
18 H 14.1217 -0.5950 -2.1620
19 H 14.1970 -0.6552 1.7982
20 H -7.6633 0.0495 -0.9876
21 H 15.8572 -1.2748 1.2353
22 H -6.1260 1.0630 0.8867
23 H 13.8996 0.7077 -0.8760
24 H -9.5017 0.9678 -1.8392

Computed properties:
Kohn-Sham gap   4.77 eV
Charge   -2
Calculated total energy   -13515.93977 eV
HOMO level   -0.3 eV
Strongest force on any atom   3.5 eV/A